Record 1
Computed, not measured: a 2-piece molecular cluster, C3H9NS2 overall at a distorted geometry, with wB97M-V/def2-TZVPD.

Summary:
Highest occupied orbital energy (eV): -8.8
Max |F| (eV/Å): 2.0
Gap between HOMO and LUMO (eV): 6.070

Geometry (Å):
N1 1.795 -0.655 -1.450
C1 0.596 0.093 -1.102
C2 0.534 0.928 0.176
S1 0.792 0.060 1.661
S2 -2.296 0.331 -0.202
C3 -1.787 -0.542 1.220
H1 2.123 -1.152 -0.644
H2 2.523 -0.051 -1.791
H3 0.294 0.704 -1.968
H4 -0.201 -0.630 -0.929
H5 1.226 1.758 0.194
H6 -0.523 1.348 0.192
H7 -1.164 -1.396 0.968
H8 -1.229 0.105 1.948
H9 -2.681 -0.902 1.729

Atoms 1-6, force components in eV/Å:
-0.39 0.53 0.01
-0.38 -0.67 -0.36
1.37 -0.82 0.09
-0.08 0.36 0.03
0.05 0.67 0.83
-0.81 -0.95 -1.54

Record 2
Computed, not measured: a 2-piece molecular cluster, C3HN3O2 overall at a distorted geometry, with wB97M-V/def2-TZVPD.

Summary:
Highest occupied orbital energy (eV): -9.5
Max |F| (eV/Å): 10.1
Gap between HOMO and LUMO (eV): 8.551

Geometry (Å):
C1 0.459 -0.925 1.716
C2 0.895 -0.712 0.477
C3 -2.535 0.469 -0.567
N1 -0.143 -1.037 2.693
N2 2.518 0.327 -1.058
N3 1.615 0.010 -0.346
O1 -2.890 -0.107 -1.493
O2 -2.222 0.982 0.407
H1 2.304 0.993 -1.830

Atoms 1-6, force components in eV/Å:
-1.06 0.90 1.36
5.45 3.83 -7.65
-0.38 -0.55 0.16
0.03 -0.38 0.63
1.40 0.58 -1.85
-5.59 -4.64 6.63

Record 3
Computed, not measured: a 3-piece molecular cluster, C30H41N3O3 overall at a distorted geometry, with wB97M-V/def2-TZVPD.

Summary:
Highest occupied orbital energy (eV): -9.0
SMILES string: [H]/N=C(/C)C[C@]1(CC=C)C(=O)N[C@@H](C/C(C)=N/[H])[C@@H]1CCCOC(C)=O.c1ccccc1.c1ccccc1
Max |F| (eV/Å): 1.9
Gap between HOMO and LUMO (eV): 9.293

Geometry (Å):
H1 2.726 -0.832 3.963
N1 3.421 -1.322 3.401
C1 3.290 -1.041 2.165
C2 4.279 -1.663 1.217
C3 2.231 -0.092 1.638
C4 0.884 -0.768 1.233
C5 0.054 -0.934 2.510
C6 -0.726 -2.225 2.643
C7 -1.051 -2.661 3.872
C8 1.262 -2.050 0.465
O1 1.388 -3.189 0.866
N2 1.507 -1.641 -0.850
C9 1.068 -0.242 -1.058
C10 0.575 0.058 -2.468
C11 0.696 1.494 -2.941
C12 1.358 2.597 -2.137
N3 0.176 1.745 -4.073
H2 0.299 2.731 -4.300
C13 0.098 -0.078 0.104
C14 -0.599 1.254 0.363
C15 -2.086 1.089 0.717
C16 -2.958 2.162 0.096
O2 -4.254 2.141 0.725
C17 -5.128 1.276 0.140
C18 -5.687 0.177 0.997
O3 -5.471 1.399 -1.025
H3 3.884 -2.605 0.848
H4 5.174 -1.883 1.785
H5 4.490 -1.000 0.383
H6 2.033 0.643 2.416
H7 2.673 0.474 0.820
H8 0.658 -0.868 3.414
H9 -0.690 -0.150 2.604
H10 -0.968 -2.797 1.756
H11 -1.994 -3.144 4.091
H12 -0.378 -2.499 4.705
H13 1.203 -2.315 -1.539
H14 2.008 0.301 -0.998
H15 1.193 -0.535 -3.144
H16 -0.445 -0.291 -2.617
H17 2.055 2.258 -1.378
H18 0.577 3.161 -1.635
H19 1.884 3.280 -2.796
H20 -0.667 -0.822 -0.144
H21 -0.576 1.798 -0.580
H22 -0.088 1.872 1.097
H23 -2.192 1.201 1.794
H24 -2.469 0.097 0.484
H25 -2.545 3.137 0.333
H26 -3.066 2.066 -0.981
H27 -6.604 -0.156 0.526
H28 -5.020 -0.678 1.022
H29 -5.937 0.508 2.000
C19 -9.424 0.523 -4.736
C20 -8.645 0.831 -3.630
C21 -7.315 0.435 -3.581
C22 -6.768 -0.274 -4.642
C23 -7.548 -0.589 -5.746
C24 -8.876 -0.189 -5.794
H30 -10.459 0.839 -4.775
H31 -9.074 1.382 -2.802
H32 -6.707 0.678 -2.720
H33 -5.730 -0.582 -4.608
H34 -7.121 -1.146 -6.571
H35 -9.485 -0.433 -6.656
C25 7.418 -0.185 2.934
C26 8.020 0.688 2.038
C27 9.402 0.711 1.911
C28 10.183 -0.137 2.684
C29 9.582 -1.005 3.586
C30 8.199 -1.030 3.710
H36 6.340 -0.207 3.030
H37 7.410 1.351 1.437
H38 9.870 1.389 1.210
H39 11.260 -0.122 2.584
H40 10.191 -1.662 4.192
H41 7.729 -1.707 4.412

Atoms 1-6, force components in eV/Å:
-0.04 -0.02 0.03
0.02 0.22 -0.22
0.10 -0.22 0.71
-0.34 0.14 0.16
0.02 0.45 -0.22
0.37 -0.05 0.69

Record 4
Computed, not measured: C29H27BCdIN4O2S2 as an isolated structure at a distorted geometry, with wB97M-V/def2-TZVPD.

Summary:
Highest occupied orbital energy (eV): -10.5
Net charge: +1
Max |F| (eV/Å): 2.2
Gap between HOMO and LUMO (eV): 7.131

Geometry (Å):
Cd1 0.369 -0.055 0.260
S1 -1.187 5.569 -4.392
C1 0.257 6.210 -5.033
C2 1.360 5.543 -4.595
C3 1.045 4.490 -3.720
C4 -0.305 4.362 -3.491
C5 -1.011 3.436 -2.641
C6 -0.332 2.491 -1.840
N1 -0.926 1.633 -1.049
C7 -2.270 1.623 -0.979
C8 -3.060 2.534 -1.720
C9 -4.483 2.488 -1.599
C10 -5.089 1.577 -0.801
C11 -4.328 0.622 -0.057
C12 -4.915 -0.361 0.750
C13 -4.114 -1.265 1.441
C14 -2.718 -1.132 1.281
N2 -2.145 -0.230 0.523
C15 -2.915 0.651 -0.145
C16 -4.640 -2.305 2.290
C17 -5.948 -2.572 2.606
C18 -6.099 -3.657 3.486
C19 -4.911 -4.221 3.835
S2 -3.582 -3.434 3.097
C20 -2.399 3.440 -2.554
H1 0.203 7.048 -5.697
H2 2.361 5.801 -4.886
H3 1.795 3.856 -3.283
H4 0.749 2.439 -1.854
H5 -5.066 3.197 -2.170
H6 -6.166 1.554 -0.723
H7 -5.991 -0.405 0.824
H8 -2.049 -1.803 1.809
H9 -6.772 -2.004 2.220
H10 -7.050 -4.002 3.847
H11 -4.732 -5.053 4.486
H12 -2.973 4.140 -3.142
C21 0.153 -4.460 2.022
C22 0.907 -3.387 2.817
C23 0.677 -3.582 4.309
O1 0.336 -2.126 2.390
B1 1.174 -1.561 1.478
O2 2.329 -2.247 1.337
C24 2.406 -3.239 2.392
C25 3.061 -4.513 1.876
C26 3.286 -2.610 3.479
H13 -0.910 -4.355 2.234
H14 0.481 -5.457 2.301
H15 0.292 -4.307 0.952
H16 -0.387 -3.711 4.487
H17 1.012 -2.719 4.874
H18 1.208 -4.461 4.664
H19 2.521 -4.947 1.042
H20 3.119 -5.241 2.682
H21 4.069 -4.282 1.539
H22 2.794 -1.742 3.911
H23 4.206 -2.266 3.011
H24 3.530 -3.322 4.261
I1 1.196 -3.433 -5.373
C27 0.271 -2.642 -3.685
C28 -0.970 -2.965 -3.180
N3 -1.145 -2.198 -2.091
N4 -0.095 -1.406 -1.864
C29 0.777 -1.663 -2.823
H25 -1.696 -3.673 -3.520
H26 -1.933 -2.185 -1.460
H27 1.731 -1.171 -2.864

Atoms 1-6, force components in eV/Å:
-1.59 0.82 -1.22
0.50 -0.31 0.24
-0.10 -0.15 0.12
-0.09 0.32 -0.25
-0.53 -0.23 0.23
0.27 0.72 -0.60

Record 5
Computed, not measured: a 2-piece molecular cluster, C9H19N4O overall at a distorted geometry, with wB97M-V/def2-TZVPD.

Summary:
Highest occupied orbital energy (eV): -11.5
Net charge: +1
Max |F| (eV/Å): 3.5
Gap between HOMO and LUMO (eV): 7.635

Geometry (Å):
C1 0.876 2.798 0.454
C2 -0.338 2.461 -0.213
C3 3.034 0.795 0.156
C4 1.304 2.084 1.541
C5 -1.713 -2.438 -0.371
C6 0.525 -1.847 -1.438
C7 1.068 0.569 3.358
C8 -1.938 0.854 -0.957
C9 -1.523 -0.401 -1.763
N1 2.584 1.302 -0.858
N2 3.132 0.335 1.269
N3 -0.922 1.304 -0.087
N4 -0.819 -1.429 -0.972
O1 0.649 1.042 2.012
H1 1.258 3.735 0.058
H2 -0.708 3.254 -0.827
H3 2.131 2.365 2.164
H4 -1.121 -2.974 0.344
H5 -2.405 -1.847 0.328
H6 -2.324 -3.122 -1.025
H7 0.992 -0.907 -1.547
H8 0.867 -2.582 -0.517
H9 0.573 -2.369 -2.424
H10 0.238 0.095 3.914
H11 1.362 1.322 4.068
H12 1.953 -0.064 3.091
H13 -2.070 1.678 -1.614
H14 -2.761 0.722 -0.350
H15 -0.757 -0.066 -2.469
H16 -2.314 -0.850 -2.319
H17 2.924 1.739 -1.664
H18 3.362 -0.553 1.652
H19 -0.483 0.615 0.554

Atoms 1-6, force components in eV/Å:
-1.52 0.02 0.48
1.46 -0.83 1.28
-0.43 -0.55 -1.87
-0.54 1.34 0.57
-0.77 1.69 0.76
-1.64 -2.33 2.04

Record 6
Computed, not measured: C34H24AsBrGaN2OS as an isolated structure, with wB97M-V/def2-TZVPD.

Summary:
Highest occupied orbital energy (eV): -10.7
Net charge: +1
Max |F| (eV/Å): 0.3
Gap between HOMO and LUMO (eV): 7.040

Geometry (Å):
Ga1 0.451 -0.314 -0.337
Br1 2.706 -0.127 -7.404
C1 2.109 -0.481 -5.649
C2 2.150 -1.787 -5.148
C3 1.713 -2.060 -3.873
C4 1.229 -1.044 -3.037
O1 0.818 -1.376 -1.826
C5 1.199 0.275 -3.547
C6 0.704 1.386 -2.798
N1 0.329 1.331 -1.567
C7 -0.200 2.441 -0.877
C8 0.002 3.764 -1.152
C9 -0.627 4.756 -0.369
C10 -1.437 4.420 0.678
C11 -1.637 3.059 1.006
C12 -2.439 2.614 2.081
C13 -2.562 1.277 2.335
C14 -1.862 0.366 1.532
N2 -1.116 0.746 0.518
C15 -1.001 2.077 0.232
C16 1.636 0.531 -4.863
H1 2.530 -2.585 -5.771
H2 1.751 -3.070 -3.486
H3 0.626 2.335 -3.329
H4 0.655 4.063 -1.962
H5 -0.457 5.797 -0.607
H6 -1.921 5.184 1.274
H7 -2.948 3.342 2.701
H8 -3.167 0.909 3.151
H9 -1.901 -0.695 1.732
H10 1.597 1.544 -5.246
S1 2.117 0.233 1.089
C17 2.985 -1.322 0.925
C18 4.374 -1.308 0.837
C19 5.083 -2.497 0.763
C20 4.416 -3.715 0.769
C21 3.033 -3.739 0.841
C22 2.315 -2.551 0.927
As1 0.385 -2.545 0.960
C23 -0.065 -2.546 2.833
C24 -1.407 -2.648 3.198
C25 -1.762 -2.668 4.538
C26 -0.777 -2.578 5.514
C27 0.557 -2.477 5.150
C28 0.919 -2.465 3.809
C29 -0.088 -4.312 0.360
C30 -0.504 -5.297 1.245
C31 -0.798 -6.567 0.765
C32 -0.678 -6.846 -0.588
C33 -0.267 -5.855 -1.473
C34 0.024 -4.585 -1.002
H11 4.889 -0.356 0.827
H12 6.163 -2.471 0.695
H13 4.971 -4.642 0.716
H14 2.508 -4.686 0.834
H15 -2.173 -2.750 2.436
H16 -2.803 -2.763 4.822
H17 -1.053 -2.594 6.561
H18 1.323 -2.410 5.912
H19 1.961 -2.387 3.527
H20 -0.591 -5.086 2.303
H21 -1.119 -7.339 1.451
H22 -0.904 -7.837 -0.959
H23 -0.182 -6.074 -2.529
H24 0.335 -3.800 -1.680

Atoms 1-6, force components in eV/Å:
0.02 0.31 -0.02
-0.01 -0.02 0.02
0.02 0.02 -0.06
-0.01 -0.02 0.04
0.03 -0.06 -0.08
0.06 0.10 0.07